This record from the Open Molecules 2025 dataset describes a molecular structure, C24H54N2NaO4. The level of theory is ωB97M-V with the def2-TZVPD basis set.

Geometry as XYZ:
```
85
Properties=species:S:1:pos:R:3:forces:R:3
Na 25.9734 -1.8542 -12.8282 -0.0664 0.0024 0.0174
C 19.9667 0.9430 -11.0761 -1.7316 0.3135 -0.4611
C 21.1431 0.3480 -10.3911 -0.3869 -0.2615 0.6389
C 20.8782 -1.0556 -9.7500 0.3921 0.1282 -0.7365
O 22.1876 0.3758 -11.3434 1.2953 -1.0835 -0.4443
H 19.0768 0.8136 -10.4601 -0.1158 0.5086 0.0041
H 19.7039 0.5539 -12.0598 0.3127 -1.0265 0.0978
H 20.1083 1.9775 -11.3888 0.1029 0.4216 0.7926
H 21.4913 1.0282 -9.6137 -0.4298 -0.0550 0.5339
H 20.9091 -1.8563 -10.4890 0.5681 0.0696 -0.2992
H 19.8843 -1.2478 -9.3458 -0.1584 0.9371 0.1570
H 21.5796 -1.2665 -8.9428 0.1378 -0.0253 -0.1905
H 22.2578 1.2978 -11.6014 0.1241 0.0279 -0.1405
C 23.8679 -7.1691 -9.2538 0.2256 -1.0895 1.2972
C 24.7974 -7.3030 -10.4223 0.3034 -0.2413 -1.5017
C 24.7020 -8.6608 -11.2084 -0.0478 0.9251 0.8982
O 24.4977 -6.2760 -11.3695 -0.2411 0.4076 -0.2934
H 22.8128 -7.0434 -9.4967 0.1103 0.2315 -0.3421
H 24.1933 -6.4329 -8.5188 -0.1323 0.3976 -0.3588
H 23.9071 -8.0976 -8.6842 -0.0440 -0.2559 0.0917
H 25.8286 -7.0744 -10.1531 0.0319 -0.3751 0.2820
H 25.3037 -9.4156 -10.7020 -0.2715 -0.2184 -0.1606
H 25.0094 -8.5474 -12.2480 0.4592 0.1558 0.1955
H 23.6506 -8.9405 -11.2742 -0.0790 -0.3309 0.3155
H 23.6685 -6.6026 -11.7263 -0.2861 0.4893 -0.4593
C 23.1740 -2.1782 -17.3350 1.4137 -0.1219 1.9254
C 23.7748 -1.1063 -18.2495 -1.1956 0.3247 -0.3125
C 22.6973 0.0417 -18.2505 -1.2262 -1.5410 -0.9705
C 23.1027 1.2935 -18.9560 1.3198 -0.3342 0.3260
C 24.4043 1.7534 -18.3287 0.4321 0.3557 -0.4019
C 25.5839 0.7110 -18.2729 -0.6727 -0.1800 -1.8155
N 25.0186 -0.5092 -17.6622 -1.2929 -0.5496 0.3814
O 25.9914 -1.5128 -17.3536 -0.2864 0.6573 -0.2826
C 26.2095 0.5050 -19.7206 -0.2351 0.3108 1.0887
C 26.6363 1.2605 -17.3573 0.1308 0.9560 -0.1938
C 23.8761 -1.7753 -19.6656 1.2403 -0.1760 -0.1718
H 23.1798 -1.8024 -16.3118 -0.5437 0.5962 0.1947
H 23.8635 -3.0010 -17.1460 0.0641 -0.3951 -0.8618
H 22.1798 -2.5794 -17.5316 0.1528 0.3556 -0.5761
H 21.8970 -0.4180 -18.8305 -0.2857 -0.0950 -0.1592
H 22.1907 0.1557 -17.2921 0.7181 0.3545 0.4129
H 22.4230 2.1455 -18.9423 -0.3705 -0.3630 0.1152
H 23.3118 1.0486 -19.9974 -0.1691 0.0526 -0.2210
H 24.1997 2.1279 -17.3257 0.0949 -0.1232 0.2056
H 24.6448 2.6246 -18.9380 0.9315 0.1034 0.2015
H 25.4678 0.2951 -20.4913 0.1703 -0.1767 0.1327
H 26.7712 1.3879 -20.0258 -0.2127 0.2525 0.1368
H 26.9864 -0.2567 -19.6553 -0.1468 -0.4067 -0.2718
H 26.1131 1.3631 -16.4066 0.7385 0.0393 0.3851
H 27.6192 0.7895 -17.3443 -0.3745 -0.7385 0.3470
H 26.9054 2.2400 -17.7526 -0.2938 0.3720 0.2350
H 24.9089 -1.7581 -20.0138 0.0602 0.4734 -0.2154
H 23.2376 -1.3864 -20.4588 0.0351 0.4294 0.2210
H 23.7294 -2.8548 -19.7006 -0.5393 -0.0598 0.6670
H 26.5225 -1.5748 -18.1509 0.3593 -0.3986 -0.3469
C 30.8997 -0.2361 -11.0727 -0.3980 -0.8680 1.2318
C 30.9596 -0.0853 -9.4821 0.9823 -0.5903 -1.6531
C 31.4866 1.3486 -9.2698 -1.6212 0.5002 0.9602
C 31.1910 1.9744 -7.8801 0.8355 0.0857 -0.6351
C 29.7348 1.8595 -7.3848 1.7243 -1.6093 -1.6721
C 29.1850 0.3505 -7.6489 1.5112 1.1282 2.1526
N 29.5532 -0.2169 -8.9936 0.3237 1.3581 0.1098
O 29.0100 -1.5359 -9.2287 0.6166 1.2655 0.4557
C 29.7056 -0.4631 -6.4280 -0.3873 -0.7512 -1.1903
C 27.7103 0.5030 -7.5547 -0.7251 -0.3346 -0.2799
C 31.9915 -1.1680 -8.9500 -0.6422 0.4591 0.6979
H 30.1260 0.3875 -11.5205 0.1169 0.3280 0.2542
H 30.5935 -1.2631 -11.2721 0.1598 -0.1395 -0.1938
H 31.8608 -0.0573 -11.5548 0.0177 0.0695 0.1946
H 32.5183 1.4966 -9.5886 0.0951 -0.4840 0.2488
H 30.9124 1.9787 -9.9492 -0.1409 0.0117 -0.2745
H 31.4821 3.0197 -7.9828 -0.2209 0.2496 0.0895
H 31.8867 1.6321 -7.1139 -0.0337 -0.4992 0.0416
H 29.1230 2.6072 -7.8896 -0.1681 -0.0974 0.1372
H 29.8853 2.0704 -6.3260 -1.0818 -0.1880 0.1035
H 29.3547 -1.4810 -6.5977 0.2345 -0.4124 0.1484
H 30.7946 -0.4699 -6.3814 -0.1353 0.0859 0.2996
H 29.2302 -0.1865 -5.4869 0.2540 0.4246 -0.0999
H 27.5180 1.2383 -8.3360 -1.0006 -0.2907 -0.0471
H 27.2061 -0.4583 -7.6534 -0.1877 0.0658 -0.5785
H 27.3659 0.8684 -6.5872 0.3584 0.3543 -0.0029
H 33.0223 -1.0374 -9.2794 -0.2310 0.2310 -0.6289
H 31.6994 -2.1972 -9.1584 -0.0989 0.0095 -0.3553
H 32.1133 -1.1384 -7.8673 -0.2998 0.2255 0.1720
H 29.5747 -2.0915 -8.6865 0.0532 -0.6147 0.2052
```
Positions in Å, forces in eV/Å.

Properties
Net charge = +1
Max |F| = 2.89 eV/Å
Multiplicity = 1
Gap between HOMO and LUMO = 0.22787 Ha
ΔE to the lowest compared entry with this formula, charge and spin = 0.00 kJ/mol
E_HOMO = -10.789 eV